{"formula": "C44H116O32P4", "method": "ωB97M-V/def2-TZVPD", "elements": ["C", "O", "P", "O", "O", "C", "O", "C", "H", "H", "H", "H", "H", "H", "H", "H", "H", "C", "O", "P", "O", "O", "C", "O", "C", "H", "H", "H", "H", "H", "H", "H", "H", "H", "C", "O", "P", "O", "O", "C", "O", "C", "H", "H", "H", "H", "H", "H", "H", "H", "H", "C", "O", "P", "O", "O", "C", "O", "C", "H", "H", "H", "H", "H", "H", "H", "H", "H", "C", "O", "C", "C", "O", "C", "H", "H", "H", "H", "H", "H", "H", "H", "H", "H", "C", "O", "C", "C", "O", "C", "H", "H", "H", "H", "H", "H", "H", "H", "H", "H", "C", "O", "C", "C", "O", "C", "H", "H", "H", "H", "H", "H", "H", "H", "H", "H", "C", "O", "C", "C", "O", "C", "H", "H", "H", "H", "H", "H", "H", "H", "H", "H", "C", "O", "C", "C", "O", "C", "H", "H", "H", "H", "H", "H", "H", "H", "H", "H", "C", "O", "C", "C", "O", "C", "H", "H", "H", "H", "H", "H", "H", "H", "H", "H", "C", "O", "C", "C", "O", "C", "H", "H", "H", "H", "H", "H", "H", "H", "H", "H", "C", "O", "C", "C", "O", "C", "H", "H", "H", "H", "H", "H", "H", "H", "H", "H"], "coordinates": [[3.02970, 6.16910, 12.30303], [3.40181, 5.86938, 10.90146], [4.85008, 6.35293, 10.38686], [5.17460, 6.04803, 8.96283], [4.80711, 7.97705, 10.72332], [5.76969, 8.81983, 10.06766], [5.88707, 5.74869, 11.49007], [7.26305, 5.57590, 11.24822], [2.89742, 5.20380, 12.79169], [2.12792, 6.75630, 12.47648], [3.80373, 6.69892, 12.85824], [5.37050, 8.97303, 9.06502], [6.80709, 8.49051, 10.12624], [5.71451, 9.83709, 10.45526], [7.57816, 4.53287, 11.27780], [7.81188, 6.16200, 11.98536], [7.41476, 5.86669, 10.20874], [7.79325, 13.47987, 10.83081], [7.62247, 12.05627, 10.91149], [8.59914, 11.11571, 11.75545], [7.94296, 9.83989, 12.34008], [9.05963, 12.13720, 12.95610], [9.84265, 11.64673, 14.10083], [9.92541, 10.88588, 10.82516], [9.76774, 10.32592, 9.51153], [7.65575, 13.68276, 9.76872], [8.76090, 13.87234, 11.14340], [7.01650, 14.06483, 11.32334], [8.95964, 11.46258, 14.71277], [10.58280, 12.25050, 14.62596], [10.33794, 10.68987, 13.93587], [8.74420, 10.49837, 9.17875], [9.97764, 9.25962, 9.59548], [10.42294, 10.94279, 8.89649], [9.70613, 3.86483, 5.27727], [9.54080, 4.59347, 6.50376], [9.96627, 3.80076, 7.79983], [11.35091, 3.27645, 7.74289], [8.82232, 2.71124, 8.05677], [7.56636, 2.96728, 8.54750], [9.66240, 4.84223, 9.11148], [10.38192, 6.05008, 9.20511], [10.39994, 3.02797, 5.35736], [9.86180, 4.56536, 4.45685], [8.75976, 3.36020, 5.08274], [7.38063, 2.64679, 9.57263], [6.90259, 2.35788, 7.93421], [7.30217, 4.02342, 8.49378], [10.69420, 6.41002, 8.22479], [11.23303, 6.12823, 9.88158], [9.60939, 6.77728, 9.45506], [8.22192, 8.35756, 15.81643], [8.30285, 6.99750, 15.74509], [9.47806, 6.13850, 16.50922], [10.43570, 5.44345, 15.57717], [10.23226, 7.25273, 17.42370], [11.31207, 6.83743, 18.21238], [8.71233, 5.26373, 17.64129], [8.46861, 3.87474, 17.33953], [7.85858, 8.78464, 14.88171], [9.06231, 9.00104, 16.07673], [7.48038, 8.54640, 16.59266], [11.23699, 5.91548, 18.78898], [11.48215, 7.70233, 18.85357], [12.19312, 6.74047, 17.57798], [7.43591, 3.71899, 17.02748], [8.39979, 3.34903, 18.29189], [9.19818, 3.30035, 16.76866], [1.20851, 11.29248, 14.33914], [1.58912, 10.76100, 13.10352], [2.83734, 10.08868, 13.14506], [4.13723, 11.11130, 12.90968], [4.45448, 11.96014, 14.00121], [5.33631, 13.03748, 13.67491], [1.15129, 10.42776, 15.00027], [0.19857, 11.64219, 14.12512], [1.88494, 12.09542, 14.63211], [2.90128, 9.45270, 12.26215], [3.03549, 9.44600, 14.00284], [3.89774, 11.64984, 11.99277], [5.01154, 10.47725, 12.76245], [4.86601, 13.84090, 13.10796], [6.26620, 12.68669, 13.22731], [5.56610, 13.42051, 14.66919], [8.99811, 16.58300, 8.45354], [8.33255, 16.54975, 9.73013], [8.01255, 17.77046, 10.31550], [9.17695, 18.69982, 10.70838], [9.92407, 18.20681, 11.75545], [10.69042, 19.26124, 12.25897], [8.80058, 17.42130, 7.78546], [8.64251, 15.66738, 7.98100], [10.08676, 16.62409, 8.41826], [7.71701, 17.39960, 11.29693], [7.25016, 18.37072, 9.81895], [8.70984, 19.67261, 10.86191], [9.72734, 18.85100, 9.77978], [10.14225, 20.17700, 12.48030], [11.55765, 19.42479, 11.61923], [10.99186, 18.84102, 13.21848], [5.48644, 14.18282, 8.24629], [4.70705, 13.01444, 8.31845], [3.96962, 12.80136, 7.10943], [2.99780, 11.65635, 7.31228], [3.61624, 10.39768, 7.83827], [2.75091, 9.27271, 8.13253], [5.66545, 14.59791, 9.23814], [5.05711, 14.97752, 7.63619], [6.44512, 13.88492, 7.82170], [4.50576, 12.59139, 6.18393], [3.30230, 13.62838, 6.86695], [2.35269, 11.34479, 6.49078], [2.25876, 12.07766, 7.99376], [3.25141, 8.37931, 8.50594], [2.02333, 9.02149, 7.36078], [2.15639, 9.61411, 8.97994], [13.86029, 9.04458, 7.85945], [12.64864, 8.57851, 7.38218], [11.98689, 9.51223, 6.46388], [10.58474, 9.03241, 5.96766], [9.74215, 8.74283, 7.04651], [8.46131, 8.22835, 6.75560], [13.89067, 9.91767, 8.51129], [14.37924, 9.43893, 6.98578], [14.55899, 8.35068, 8.32680], [12.51362, 9.60593, 5.51420], [12.10233, 10.57976, 6.65138], [10.71538, 8.11388, 5.39552], [10.08246, 9.79596, 5.37368], [7.89650, 9.00956, 6.24688], [7.90454, 7.93555, 7.64576], [8.48307, 7.37391, 6.07916], [13.40313, 10.41500, 13.44053], [13.28468, 9.31224, 14.32972], [12.86226, 8.01663, 13.74560], [13.33997, 6.76758, 14.53875], [14.73814, 6.56450, 14.33733], [14.97932, 5.64560, 13.30476], [12.53128, 10.58463, 12.80871], [14.23585, 10.21142, 12.76730], [13.73307, 11.29728, 13.98901], [13.48509, 8.01088, 12.85109], [11.80270, 8.13954, 13.52123], [12.76890, 5.84453, 14.43888], [13.28817, 6.94991, 15.61215], [14.28029, 5.69608, 12.46995], [14.81792, 4.62434, 13.64984], [15.94623, 5.84523, 12.84288], [8.24767, 13.01701, 16.82637], [8.19371, 11.64633, 17.06263], [9.01739, 11.22664, 18.17029], [10.47845, 10.99800, 17.78663], [11.23837, 12.03446, 17.16569], [12.62962, 11.74721, 17.04666], [9.15774, 13.45504, 16.41647], [7.97688, 13.66249, 17.66191], [7.60989, 13.27160, 15.97989], [8.56511, 10.24538, 18.31405], [8.95265, 11.75044, 19.12398], [10.49900, 9.98766, 17.37812], [10.99046, 11.00512, 18.74887], [13.21986, 12.43388, 17.65346], [12.84084, 11.98778, 16.00474], [12.80481, 10.68608, 17.22387], [11.54253, 13.95431, 11.12395], [12.81389, 14.37926, 11.50321], [12.85705, 15.85501, 11.70800], [12.24779, 16.31992, 13.12390], [12.97943, 15.69808, 14.22973], [12.58695, 14.29448, 14.52824], [11.11808, 13.22433, 11.81320], [11.68723, 13.39809, 10.19778], [10.73012, 14.67990, 11.08357], [12.44140, 16.33563, 10.82238], [13.91556, 16.09322, 11.81238], [11.15910, 16.32499, 13.17693], [12.43784, 17.39100, 13.19291], [11.75045, 14.33010, 15.22616], [13.34772, 13.75594, 15.09331], [12.44284, 13.56513, 13.73114], [8.61151, 12.15661, 5.77090], [8.92254, 13.26893, 4.94484], [10.27406, 13.15793, 4.43846], [11.39015, 13.73390, 5.30654], [11.75439, 13.02707, 6.41117], [12.80310, 13.71494, 7.11716], [8.33204, 11.32324, 5.12631], [7.74178, 12.41562, 6.37471], [9.40743, 11.88870, 6.46578], [10.19773, 13.83858, 3.59053], [10.48242, 12.14837, 4.08422], [11.04282, 14.74483, 5.51980], [12.25321, 13.86302, 4.65343], [12.35091, 14.40286, 7.83159], [13.50372, 14.35995, 6.58691], [13.38166, 12.97023, 7.66376]], "atomic_forces_ev_per_a": [[0.6, -0.6, 0.3], [0.8, 1.1, 0.9], [0.7, 1.4, 0.0], [-0.5, 0.1, 1.8], [0.1, -2.1, 0.2], [-0.7, 0.9, -0.9], [-2.4, 0.1, -0.3], [0.5, 0.2, -1.0], [0.0, 0.0, -0.1], [-0.1, 0.0, -1.1], [0.3, -0.1, -0.4], [0.7, -0.4, -0.4], [-0.2, -0.3, 0.0], [0.0, -0.3, 0.7], [-0.3, -0.1, 0.4], [0.1, 0.1, -0.3], [0.7, 0.3, 0.1], [0.0, 0.8, -1.4], [0.4, -0.8, 1.2], [-0.3, -1.7, 2.3], [1.7, 3.2, -2.1], [1.4, -0.4, -1.9], [-2.0, -1.4, 0.3], [-1.5, 0.7, 2.0], [-0.4, 0.4, 0.3], [0.3, 0.2, 0.1], [0.0, -0.5, 0.1], [-0.1, -0.6, 0.4], [0.8, -0.3, 1.1], [-0.4, 1.0, -0.8], [-0.1, -0.1, -0.5], [-0.1, -0.2, -0.2], [0.2, 0.2, -0.5], [0.2, -0.7, -0.3], [-1.2, -0.6, -0.3], [0.1, 0.3, 0.1], [0.8, 0.7, 3.2], [-1.5, 0.2, 0.0], [3.0, 0.0, -0.4], [-2.3, 0.3, 0.1], [0.4, -2.7, -2.4], [-0.6, 1.8, -1.1], [0.6, 0.6, 0.0], [0.5, -0.1, 0.3], [-0.3, 0.1, -0.1], [0.6, -0.1, 0.2], [-0.4, 0.3, 0.0], [-0.2, 0.0, -0.2], [0.4, -0.2, -0.1], [-0.2, -0.7, 0.2], [0.2, 0.3, 0.5], [-1.6, 3.2, 0.5], [2.8, -3.6, 0.8], [0.9, 0.9, -1.3], [-2.0, 0.6, 1.7], [-2.2, -1.1, -1.0], [1.6, 0.8, 0.2], [0.9, -0.2, -1.7], [-1.1, -1.0, 1.5], [-0.1, -0.4, -0.2], [0.7, -0.9, 0.0], [-0.2, 0.6, 0.0], [-0.7, 0.0, 0.0], [0.2, -0.3, 0.4], [0.1, -0.1, 0.0], [0.2, 0.4, -0.9], [0.5, 0.3, 0.4], [0.1, 0.8, -0.4], [-0.6, -0.4, -0.6], [1.2, -0.9, -0.8], [2.2, 2.1, -1.1], [-1.4, -1.6, 0.6], [-0.7, 0.2, -0.4], [-0.3, -0.6, 1.2], [0.1, 0.4, 0.9], [0.0, 0.4, 0.6], [-0.1, -0.1, 0.5], [-0.1, 0.0, -0.1], [-0.4, 0.2, 0.5], [0.1, 0.3, 0.0], [0.1, -0.3, -0.4], [-0.1, -0.2, -0.3], [0.0, 0.0, -0.3], [0.3, 0.3, -0.1], [-0.5, -0.4, -0.3], [0.9, 0.1, -1.5], [1.1, 0.0, 2.2], [-1.6, -0.6, -2.7], [-0.7, 0.5, -0.2], [0.9, -1.0, 1.4], [-1.0, 0.3, 0.3], [0.3, 0.0, -0.3], [0.4, -0.4, 0.9], [-1.0, 0.4, 0.2], [-0.2, -0.2, -0.3], [0.0, 0.3, 0.7], [0.8, 0.0, 0.0], [-0.2, 0.1, -0.4], [0.1, 0.4, 0.0], [0.6, 0.6, 0.1], [0.7, 0.0, -0.1], [-1.2, -0.1, -1.1], [-0.4, -1.3, 0.0], [-0.6, -2.1, 1.7], [0.1, 0.6, -0.9], [-0.8, 2.0, 0.8], [-0.2, -0.2, 0.1], [-0.2, -0.1, -0.1], [0.3, 0.4, -0.2], [1.1, 0.2, 0.3], [0.1, 0.5, 0.2], [0.5, 0.4, -0.8], [-0.1, -0.5, 0.9], [0.7, 0.3, -0.6], [0.3, 0.0, -0.5], [-0.4, -0.2, 0.3], [1.7, 1.6, -1.1], [-2.1, 0.4, -0.4], [0.1, -0.5, -0.9], [0.5, -0.2, 1.3], [-0.1, -0.4, 1.6], [0.0, 0.5, -0.9], [-1.0, 0.1, 0.5], [0.7, 0.0, -0.2], [-0.8, -0.8, -0.1], [0.7, -0.9, -0.5], [-0.8, 0.1, 1.6], [0.1, -0.1, -0.4], [0.5, 0.2, -0.5], [-0.4, 0.1, -0.1], [0.4, 0.1, 0.2], [0.3, -0.3, 0.0], [0.8, -1.2, -0.4], [-0.6, -0.9, 1.2], [1.4, 1.4, -0.3], [0.3, 1.4, 1.2], [-0.4, 0.0, -0.5], [-0.3, -0.2, -0.6], [-0.3, 0.2, 0.2], [0.1, -0.1, -0.4], [-0.5, -0.1, 0.2], [-0.5, -0.5, -0.7], [-0.1, -0.6, 0.0], [-0.2, 0.2, -0.7], [-0.3, 0.4, 0.1], [-0.4, 0.6, -0.1], [0.6, -0.3, 0.2], [0.2, -0.3, 0.5], [-0.2, 1.7, -1.3], [0.6, 0.5, 1.1], [-0.3, -0.4, -1.7], [0.8, 0.3, 1.9], [-1.4, -0.1, -0.7], [-0.8, 0.2, -0.8], [0.9, -0.7, 0.5], [-0.2, -0.3, 0.4], [-0.7, -0.4, 0.2], [0.5, -0.3, 0.6], [-0.5, 0.8, -0.4], [0.7, 0.2, -0.9], [-0.1, -1.1, 0.6], [0.0, -0.3, 0.4], [0.4, -0.3, 0.0], [0.4, 0.1, 0.1], [-0.5, -1.4, -0.2], [0.2, 2.7, 0.7], [-0.1, -1.5, 1.8], [1.2, -0.6, -1.1], [-1.1, -1.6, -1.0], [0.3, 0.9, 0.6], [0.3, -0.3, 0.5], [-0.5, 0.2, -0.4], [0.5, 0.7, -0.5], [-0.2, 0.2, 0.2], [0.0, -0.1, -0.3], [-0.2, -1.0, 0.2], [0.6, -0.1, 0.1], [-0.4, 0.0, -0.3], [0.7, 0.9, 0.2], [-0.4, 0.9, -0.7], [-0.5, 0.4, 0.0], [1.2, -0.6, 0.6], [-0.8, 0.7, 0.0], [-1.1, 1.0, -1.8], [1.1, -0.5, 1.1], [-0.5, -0.2, 1.1], [0.1, -0.4, 0.1], [-0.1, 0.1, -0.1], [0.2, 0.0, -0.1], [0.5, -0.2, -0.3], [0.0, -0.2, 0.0], [0.0, 0.3, 0.5], [0.2, 0.0, -0.4], [-0.2, 0.0, 0.3], [-0.2, -0.4, -1.0], [-0.1, -0.1, 0.0]], "lowdin_spin": [0.000, 0.000, 0.000, 0.000, 0.000, 0.000, 0.000, 0.000, 0.000, 0.000, 0.000, 0.000, 0.000, 0.000, 0.000, 0.000, 0.000, 0.003, 0.001, 0.001, 0.000, 0.002, 0.001, 0.001, 0.002, 0.002, 0.001, 0.001, 0.000, 0.000, 0.000, 0.000, 0.000, 0.002, 0.000, 0.000, 0.000, 0.000, 0.000, 0.000, 0.000, 0.000, 0.000, 0.000, 0.000, 0.000, 0.000, 0.000, 0.000, 0.000, 0.000, 0.000, 0.000, 0.000, 0.000, 0.000, 0.000, 0.000, 0.000, 0.000, 0.000, 0.000, 0.000, 0.000, 0.000, 0.000, 0.000, 0.000, 0.000, 0.000, 0.000, 0.000, 0.001, 0.004, 0.000, 0.000, 0.000, 0.000, 0.000, 0.000, 0.000, 0.003, 0.000, 0.001, 0.103, 0.011, 0.024, 0.054, 0.005, 0.039, 0.046, 0.009, 0.056, 0.005, 0.010, 0.010, 0.033, 0.005, 0.020, 0.002, 0.012, 0.004, 0.005, 0.001, 0.001, 0.000, 0.002, 0.009, 0.003, 0.002, 0.001, 0.000, 0.000, 0.000, 0.000, 0.000, 0.012, 0.002, 0.002, 0.002, 0.000, 0.001, 0.005, 0.004, 0.002, 0.003, 0.001, 0.000, 0.000, 0.000, 0.000, 0.000, 0.002, 0.001, 0.000, 0.000, 0.000, 0.001, 0.001, 0.002, 0.001, 0.000, 0.000, 0.000, 0.000, 0.000, 0.000, 0.000, 0.004, 0.000, 0.000, 0.000, 0.001, 0.000, 0.001, 0.001, 0.001, 0.000, 0.000, 0.000, 0.000, 0.000, 0.000, 0.000, 0.008, 0.019, 0.041, 0.007, 0.004, 0.004, 0.001, 0.003, 0.002, 0.028, 0.008, 0.002, 0.003, 0.001, 0.001, 0.000, 0.007, 0.026, 0.015, 0.056, 0.018, 0.081, 0.001, 0.001, 0.001, 0.007, 0.001, 0.030, 0.012, 0.019, 0.029, 0.009], "e_tot_ha": -5518.86801, "multiplicity": 2, "gap_ev": [1.231, 8.975], "lumo_energy_ev": [1.8, 1.8], "charge": -1, "s2": 0.751}